Record 1
C4H9NO | wB97M-V/def2-TZVPD

Geometry as ORCA input:
```
! RIJCOSX wB97M-V def2-TZVPD def2/J DEFGRID3
* xyz 1 2
C 1.07355 -1.53473 1.28777
C 0.23816 -0.62638 0.44157
C 0.51480 -0.36965 -0.85413
N -0.34001 0.49431 -1.62921
C -1.29494 0.24371 -2.40987
H 1.56996 -2.36308 0.70911
H 0.30355 -1.92871 2.07215
H 1.79517 -0.90614 1.74206
H -0.61025 -0.37876 1.09691
H 1.27132 -0.90327 -1.49764
H -1.75379 -0.68857 -2.54642
H -1.63605 0.97184 -3.30643
H 0.26537 2.35702 2.03876
H -0.75436 3.08690 1.04180
O -0.64247 2.54551 1.81357
*
```

## Properties
Kohn-Sham gap (alpha / beta) = 0.3744 / 0.2557 Ha

Atomic partial charges in e from the natural (NBO) method, atoms 1 to 2: -0.677, 0.035

***

Record 2
C4H9NO | wB97M-V/def2-TZVPD

Geometry as ORCA input:
```
! RIJCOSX wB97M-V def2-TZVPD def2/J DEFGRID3
* xyz 1 2
C -0.17459 -0.29061 2.66976
N -0.04309 0.32922 3.75459
H -0.61546 -1.28802 2.65142
H 0.07761 0.09600 1.67261
H 0.47476 1.19170 3.58611
C 1.25073 -0.31884 -2.15987
C 0.13621 -0.47878 -1.21225
C -0.77048 0.53247 -0.97728
O -1.73041 0.37097 -0.09575
H 1.21937 -1.06981 -2.95840
H 1.20390 0.63669 -2.68378
H 2.21144 -0.42163 -1.64598
H 0.10476 -1.43090 -0.69168
H -0.73803 1.51072 -1.44938
H -2.60673 0.63081 -0.46012
*
```

## Properties
Kohn-Sham gap (alpha / beta) = 0.3120 / 0.1655 Ha

Atomic partial charges in e from the natural (NBO) method, atoms 1 to 2: -0.051, -0.531

***

Record 3
C4H9NO2 | wB97M-V/def2-TZVPD

Geometry as ORCA input:
```
! RIJCOSX wB97M-V def2-TZVPD def2/J DEFGRID3
* xyz -1 2
C -0.70592 -0.93921 0.76597
C -0.17596 -0.10896 -0.43129
C -1.07129 0.91201 -1.19101
O -1.85646 0.35803 -2.21567
N -0.16207 -2.21964 1.14658
C 0.53104 0.24485 0.93340
O 0.76574 1.76009 1.17344
H 2.66256 0.17389 -0.54437
H -1.67936 -0.72549 1.06449
H 2.62372 0.56660 -1.19667
H 0.39640 -0.70130 -1.16547
H -0.48069 1.87762 -1.50978
H -1.75853 1.33084 -0.40656
H -0.74475 -2.98105 0.72299
H 0.16147 0.83709 1.81744
H 1.49411 -0.38538 1.03649
*
```

## Properties
Kohn-Sham gap (alpha / beta) = 0.2396 / 0.1740 Ha

Atomic partial charges in e from the natural (NBO) method, atoms 1 to 2: -0.033, -0.195

***

Record 4
C4H9NO2 | wB97M-V/def2-TZVPD

Geometry as ORCA input:
```
! RIJCOSX wB97M-V def2-TZVPD def2/J DEFGRID3
* xyz -1 2
C -1.91036 0.22414 0.55996
N -1.19745 0.16376 -0.67787
C 0.20968 -0.19851 -0.63499
C 1.05341 0.99389 -0.10050
O 2.42766 0.76075 -0.46658
C 0.67541 -1.31830 0.30203
O 1.73553 -2.03322 0.05582
H -1.83443 -0.67418 1.18113
H -2.96927 0.30670 0.33761
H -1.58810 1.10490 1.11656
H -1.66862 -0.32273 -1.42074
H 0.64520 -0.38590 -1.61479
H 0.81872 1.91383 -0.66780
H 0.94261 1.14981 0.97212
H 2.55659 -0.15745 -0.15847
H 0.10342 -1.52750 1.21652
*
```

## Properties
Kohn-Sham gap (alpha / beta) = 0.1479 / 0.2606 Ha

Atomic partial charges in e from the natural (NBO) method, atoms 1 to 2: -0.405, -0.651

***

Record 5
C4H9NO2 | wB97M-V/def2-TZVPD

Geometry as ORCA input:
```
! RIJCOSX wB97M-V def2-TZVPD def2/J DEFGRID3
* xyz 0 1
C 2.17962 -0.66067 0.12713
C 1.30490 -0.60843 -1.10059
O -0.16836 -1.03802 -0.88204
N -0.70035 -0.58977 0.36102
C -1.08143 0.68798 -0.01063
C -2.36697 1.12092 0.64903
O -0.39138 1.52800 -0.61315
H 1.99124 -1.55746 0.72251
H 3.23286 -0.65159 -0.17659
H 2.01777 0.21760 0.75845
H 1.61613 -1.37365 -1.81544
H 1.35785 0.35094 -1.61598
H -0.93631 -1.13285 1.18193
H -2.13814 1.71900 1.53401
H -2.93897 1.72440 -0.06122
H -2.97845 0.26361 0.94157
*
```

## Properties
SMILES = CCONC(C)=O
Kohn-Sham gap = 0.3821 Ha

Atomic partial charges in e from the natural (NBO) method, atoms 1 to 2: -0.650, -0.065

***

Record 6
C4H9NO2 | wB97M-V/def2-TZVPD

Geometry as ORCA input:
```
! RIJCOSX wB97M-V def2-TZVPD def2/J DEFGRID3
* xyz 0 1
C -0.01708 1.95297 -0.33230
C 1.30642 1.67529 -0.14704
C 1.68291 0.37003 -0.43573
N 0.43746 -0.21838 -0.93905
C -0.65255 0.69954 -0.68116
H -0.53312 2.81393 0.08958
H 2.04886 2.24648 0.41506
H 2.67017 -0.03435 -0.31111
H 0.64621 0.33645 -1.80599
H -1.73084 0.71907 -0.76369
O 0.28469 -2.19473 0.87139
H 0.59726 -1.26330 0.80083
H -0.00896 -2.31804 -0.03887
O -2.44684 -1.81867 1.36244
H -1.50938 -1.87850 1.08270
H -2.77520 -1.08779 0.83294
*
```

## Properties
SMILES = c1cc[nH]c1.O.O
Kohn-Sham gap = 0.3537 Ha

Atomic partial charges in e from the natural (NBO) method, atoms 1 to 2: -0.289, -0.277

***

Record 7
C4H9NO2 | wB97M-V/def2-TZVPD

Geometry as ORCA input:
```
! RIJCOSX wB97M-V def2-TZVPD def2/J DEFGRID3
* xyz 0 1
N 2.25578 -1.91413 1.89487
C 1.51310 -0.95089 1.35125
O 0.22768 -1.32203 1.44994
C 0.42801 1.35166 -0.14704
C -0.89126 1.21044 -0.26730
C -1.51797 0.43991 -1.39676
O -1.82044 1.35765 -2.43710
H 1.86298 -2.75515 2.31023
H 3.25560 -1.79944 1.90988
H 0.88399 1.93529 0.64644
H 1.11524 0.86820 -0.83550
H -0.27626 -0.59696 1.04103
H -1.56264 1.72238 0.42114
H -0.81325 -0.33642 -1.73915
H -2.43029 -0.07137 -1.04651
H -2.23028 0.86084 -3.15541
*
```

## Properties
Kohn-Sham gap = 0.3530 Ha

Atomic partial charges in e from the natural (NBO) method, atoms 1 to 2: -0.817, 0.267

***

Record 8
C4H9NO2 | wB97M-V/def2-TZVPD

Geometry as ORCA input:
```
! RIJCOSX wB97M-V def2-TZVPD def2/J DEFGRID3
* xyz 0 1
C -0.94523 2.23501 0.81868
N -0.51455 0.97327 0.25579
C -1.13027 -0.08391 0.59065
O -0.84517 -1.30687 0.15716
C 0.13142 -1.45911 -0.96616
C 1.57041 -1.06272 -0.69689
O 1.86251 0.28182 -0.87538
H -0.12817 2.68697 1.38871
H -1.20836 2.92719 0.01571
H -1.81101 2.13000 1.48194
H -1.97417 -0.07900 1.28946
H 0.06889 -2.52970 -1.17969
H -0.25728 -0.87571 -1.80712
H 1.89460 -1.44160 0.27312
H 2.09800 -1.66093 -1.45134
H 1.06119 0.76765 -0.48041
*
```

## Properties
SMILES = C/N=C/OCCO
Kohn-Sham gap = 0.3971 Ha

Atomic partial charges in e from the natural (NBO) method, atoms 1 to 2: -0.418, -0.554

***

Record 9
C4H9NO2 | wB97M-V/def2-TZVPD

Geometry as ORCA input:
```
! RIJCOSX wB97M-V def2-TZVPD def2/J DEFGRID3
* xyz 0 1
N -2.32396 -2.10561 -1.26253
C -1.24747 -1.44046 -0.85690
O -1.43170 -1.17368 0.44344
C 1.40279 -0.37331 -0.42966
C 1.25952 0.34584 0.68044
C 0.68351 1.73180 0.68417
O 1.75331 2.65184 0.82407
H -3.06072 -2.33096 -0.60445
H -2.40064 -2.42987 -2.21006
H 1.83294 -1.37021 -0.42768
H 1.06913 -0.00118 -1.39110
H -0.62168 -0.72433 0.73615
H 1.60977 -0.04585 1.63184
H 0.13709 1.89593 -0.25714
H -0.03500 1.83736 1.51414
H 1.37310 3.53269 0.92527
*
```

## Properties
Kohn-Sham gap = 0.3529 Ha

Atomic partial charges in e from the natural (NBO) method, atoms 1 to 2: -0.814, 0.269

***

Record 10
C4H9NO2 | wB97M-V/def2-TZVPD

Geometry as ORCA input:
```
! RIJCOSX wB97M-V def2-TZVPD def2/J DEFGRID3
* xyz 0 1
C -2.05139 0.01253 -0.41277
C -0.52013 0.15629 -0.23298
O -0.21770 1.46421 0.25124
C 0.14352 -0.78319 0.82157
C 2.59764 -0.46656 -0.36570
O 2.87152 -1.57987 -0.61226
N 2.52554 0.72465 -0.12007
H -2.57420 0.15031 0.53840
H -2.34148 -0.95546 -0.83947
H -2.43313 0.77704 -1.11272
H -0.09045 0.01721 -1.24279
H -0.57729 2.11704 -0.36045
H -0.42515 -0.65977 1.74081
H -0.09278 -1.82131 0.45971
H 1.52223 -0.35338 1.32380
H 1.66327 1.20026 0.16368
*
```

## Properties
Kohn-Sham gap = 0.3983 Ha

Atomic partial charges in e from the natural (NBO) method, atoms 1 to 2: -0.633, 0.067

***

Record 11
C4H9NO2 | wB97M-V/def2-TZVPD

Geometry as ORCA input:
```
! RIJCOSX wB97M-V def2-TZVPD def2/J DEFGRID3
* xyz 0 1
N 1.43108 0.42436 1.56347
C 1.43251 -0.87214 1.13965
O 2.01557 -1.76140 1.73022
C 0.66084 -1.12505 -0.14735
C -0.64542 -0.40676 -0.29691
C -0.75363 0.77978 -0.89075
O 0.36480 1.53198 -1.13935
H 2.08147 0.65328 2.29876
H 1.10410 1.16181 0.95719
H 1.31053 -0.83924 -0.98405
H 0.50308 -2.20506 -0.20796
H -1.52557 -0.89535 0.09896
H -1.68710 1.21327 -1.23144
H 0.12009 2.30240 -1.66177
H -3.14724 -0.35407 -0.74153
H -3.28562 0.33620 -0.51484
*
```

## Properties
SMILES = NC(=O)C/C=C\O.[H][H]
Kohn-Sham gap = 0.3421 Ha

Atomic partial charges in e from the natural (NBO) method, atoms 1 to 2: -0.832, 0.683

***

Record 12
C4H9NO2 | wB97M-V/def2-TZVPD

Geometry as ORCA input:
```
! RIJCOSX wB97M-V def2-TZVPD def2/J DEFGRID3
* xyz 0 1
O -2.41369 2.02816 1.11793
C -1.22345 2.20668 1.19589
C -0.19700 1.29518 0.59956
C -0.77769 -0.06738 0.16906
N 0.30137 -1.07909 0.21263
C 1.17595 -1.13755 -0.92078
O 0.88640 -2.35243 -1.65532
H -0.84158 3.06233 1.78817
H 0.52367 1.01948 1.36671
H 0.39977 1.69939 -0.22047
H -1.13166 -0.12447 -0.86487
H -1.61471 -0.31941 0.81150
H 0.12097 -1.97014 0.63619
H 2.19666 -1.22368 -0.54042
H 0.94751 -0.32181 -1.60650
H 1.64749 -2.71527 -2.08928
*
```

## Properties
SMILES = O=CCCNCO
Kohn-Sham gap = 0.3572 Ha

Atomic partial charges in e from the natural (NBO) method, atoms 1 to 2: -0.521, 0.444